Entry 1:
Molecular formula: C30H28N4O5
Method: DFT, ωB97M-V/def2-TZVPD

```
67
Properties=species:S:1:pos:R:3:forces:R:3
C 1.716 0.631 5.254 0.02 -0.40 0.22
N 0.869 1.237 4.253 0.20 0.62 -0.14
C 1.004 2.552 3.915 0.66 0.47 0.84
O 1.782 3.343 4.443 -1.01 -0.93 -0.87
C 0.013 2.839 2.793 -0.08 0.37 0.49
C 0.717 3.254 1.500 0.12 -0.12 -0.35
C 1.452 4.566 1.652 -0.08 0.20 -0.06
C 2.821 4.645 1.392 -0.06 0.16 0.29
C 3.518 5.829 1.654 -0.38 0.16 0.00
C 2.828 6.953 2.136 0.03 -0.36 -0.09
C 1.445 6.887 2.342 -0.07 -0.16 -0.12
C 0.753 5.699 2.086 0.57 0.06 0.03
N -0.720 1.574 2.679 -0.87 0.08 -1.06
C -1.747 1.450 1.817 0.18 -0.14 0.73
C -2.447 0.258 1.613 0.46 -1.34 0.20
C -3.570 0.063 0.851 1.62 0.65 3.08
C -4.179 -1.198 0.677 -0.74 -3.60 0.04
C -5.294 -1.438 -0.202 0.92 0.83 0.54
C -5.868 -2.682 -0.364 0.02 -1.25 0.40
C -5.377 -3.794 0.357 1.09 2.58 0.22
N -5.979 -5.073 0.226 -1.56 -3.27 -0.40
O -5.520 -6.026 0.899 -0.69 1.93 -1.17
O -6.950 -5.209 -0.553 1.87 0.52 1.41
C -4.290 -3.616 1.236 -0.52 -0.44 -0.20
C -3.718 -2.368 1.398 -0.43 0.84 -0.66
C -0.166 0.502 3.540 0.15 -0.55 0.14
C 0.473 -0.639 2.729 0.16 0.10 -0.18
C -1.184 -0.061 4.545 -0.07 0.30 0.07
H 2.435 1.375 5.604 -0.21 -0.05 -0.16
H 1.126 0.278 6.108 0.12 0.10 -0.12
H 2.262 -0.224 4.837 -0.06 0.18 0.07
H -0.673 3.639 3.127 0.26 -0.33 -0.11
H 1.430 2.460 1.221 -0.27 0.22 -0.01
H -0.042 3.326 0.705 0.23 -0.07 0.12
H 3.339 3.757 1.017 -0.09 0.34 0.19
H 4.595 5.870 1.489 -0.33 0.04 0.03
H 3.371 7.877 2.349 -0.19 -0.32 -0.07
H 0.896 7.758 2.711 0.24 -0.26 -0.15
H -0.325 5.629 2.245 0.28 0.17 0.01
H -2.023 2.358 1.266 0.12 -0.33 0.20
H -2.044 -0.604 2.136 0.30 0.13 -0.12
H -4.109 1.084 0.325 0.34 -1.20 0.36
H -5.715 -0.607 -0.758 0.18 -0.18 0.11
H -6.707 -2.841 -1.035 0.15 0.14 0.13
H -3.923 -4.483 1.781 -0.07 0.23 -0.09
H -2.894 -2.284 2.107 -0.24 -0.03 -0.22
H 1.318 -0.253 2.142 -0.20 -0.11 0.15
H 0.835 -1.410 3.422 -0.05 0.20 -0.23
H -0.241 -1.100 2.044 0.23 0.05 0.16
H -1.484 0.733 5.242 0.03 -0.22 -0.13
H -2.078 -0.445 4.049 0.18 0.04 0.17
H -0.715 -0.880 5.106 -0.16 0.25 -0.11
C -6.988 4.027 -3.675 0.52 -0.23 0.05
C -7.159 3.301 -2.482 0.32 0.05 -0.31
C -6.047 2.648 -1.967 -0.53 0.47 -0.43
C -4.807 2.678 -2.589 -0.07 0.52 -0.53
C -4.617 3.383 -3.771 -0.32 0.01 -0.02
C -5.725 4.064 -4.313 -0.28 -0.16 0.36
C -3.828 1.952 -1.701 -0.64 -0.01 0.19
O -2.634 1.776 -1.882 -0.60 0.15 0.22
N -4.575 1.527 -0.611 -1.83 3.03 -2.74
C -5.911 1.894 -0.685 0.23 -0.01 -0.31
O -6.801 1.633 0.111 0.74 0.11 -0.37
H -7.833 4.570 -4.109 0.34 -0.20 0.13
H -8.109 3.236 -1.952 0.20 0.12 -0.21
H -3.632 3.396 -4.241 -0.34 0.09 0.06
H -5.617 4.640 -5.237 -0.01 -0.22 0.34
```
Forces are in eV/Å.

Computed properties:
HOMO energy: -7.64 eV
Multiplicity: 1
Energy: -47757.14567 eV
Net charge: 0
Kohn-Sham gap: 5.7 eV

---

Entry 2:
Molecular formula: C2H5F2N2P
Method: DFT, ωB97M-V/def2-TZVPD

```
12
Properties=species:S:1:pos:R:3:forces:R:3
C -2.663 -0.130 -0.100 -1.53 -4.90 3.03
C 2.982 -0.412 -0.117 -0.15 2.53 2.08
N -1.490 0.534 -0.278 2.31 1.25 -0.09
N 2.159 -1.296 -0.331 -1.35 0.15 -0.20
F 0.736 1.587 -0.733 -0.33 -1.02 0.16
F 0.501 0.747 1.438 -0.31 -0.61 -0.75
P 0.039 0.293 -0.059 -0.01 1.63 0.52
H -2.659 -1.087 -0.686 -0.36 0.89 -0.10
H -2.875 -0.634 0.993 0.89 1.38 -1.88
H 3.982 -0.580 -0.398 1.58 -0.36 -0.54
H 2.871 0.600 0.504 -0.25 -1.95 -1.38
H -3.583 0.379 -0.232 -0.49 1.01 -0.86
```
Forces are in eV/Å.

Computed properties:
HOMO energy (spin up / spin down): -9.44 / -9.44 eV
Multiplicity: 1
Energy: -19856.48199 eV
Net charge: 0
Kohn-Sham gap (spin up / spin down): 7.5 / 8.5 eV

---

Entry 3:
Molecular formula: C3H15N2O3
Method: DFT, ωB97M-V/def2-TZVPD

```
23
Properties=species:S:1:pos:R:3:forces:R:3
C -2.273 0.947 0.068 -2.24 -0.90 -1.38
C -0.913 0.387 0.256 0.01 0.91 -0.51
C 0.061 0.904 -0.546 -1.27 -0.56 1.09
N 1.482 0.871 -0.161 -0.03 0.98 -1.15
N -0.809 -0.553 1.201 0.76 -0.81 1.16
H -2.366 1.866 -0.506 0.59 0.09 0.04
H -2.909 1.068 0.938 0.62 0.11 0.73
H -2.916 0.230 -0.491 0.55 0.12 0.03
H -0.275 1.504 -1.381 0.71 0.32 0.22
H 1.904 1.446 -0.893 0.52 -0.41 0.02
H 1.945 -0.058 -0.106 -0.35 -0.16 0.09
H 1.628 1.435 0.678 0.02 -0.43 0.29
H -1.572 -0.866 1.779 -0.28 0.49 -0.29
H 0.040 -1.044 1.434 0.17 0.20 -0.41
H 1.828 -4.331 1.660 0.61 -0.63 0.37
H 0.791 -4.747 0.569 0.34 0.56 0.78
O 1.018 -4.067 1.243 -0.96 -0.03 -1.10
H -1.367 3.914 -3.200 -0.21 -0.14 0.00
H -0.971 4.619 -1.936 -0.19 -0.08 0.15
O -1.484 3.859 -2.243 0.43 0.15 -0.13
H 1.655 -2.599 0.539 0.33 -0.04 0.06
H 3.037 -1.806 0.709 -0.23 -0.47 0.01
O 2.177 -1.809 0.271 0.09 0.73 -0.07
```
Forces are in eV/Å.

Computed properties:
HOMO energy: -11.95 eV
Multiplicity: 1
Energy: -12470.61855 eV
Net charge: +1
Kohn-Sham gap: 9.0 eV

---

Entry 4:
Molecular formula: C3H8NO
Method: DFT, ωB97M-V/def2-TZVPD

```
13
Properties=species:S:1:pos:R:3:forces:R:3
N -1.151 -0.991 1.454 -0.44 -0.01 0.23
C -0.628 -0.650 0.122 0.75 0.37 -0.03
C 0.458 0.409 0.179 -0.69 1.33 0.46
C 1.120 0.766 -1.203 0.43 -1.67 0.30
O 0.505 1.646 -1.972 -0.20 0.31 0.17
H -2.078 -1.395 1.352 0.08 -0.17 0.01
H -1.319 -0.146 1.993 0.20 0.11 -0.14
H -0.079 -1.515 -0.257 -0.56 -0.32 -0.27
H -1.410 -0.312 -0.564 0.07 -0.22 -0.18
H 0.030 1.382 0.490 -0.08 -0.25 0.11
H 1.153 0.125 0.982 0.29 -0.13 -0.30
H 1.206 -0.279 -1.669 0.14 0.20 -0.12
H 2.193 0.959 -0.906 0.00 0.43 -0.23
```
Forces are in eV/Å.

Computed properties:
HOMO energy: -2.17 eV
Multiplicity: 1
Energy: -6777.48305 eV
Net charge: -1
SMILES: NCCC[O-]
Kohn-Sham gap: 6.5 eV

---

Entry 5:
Molecular formula: CN4O3
Method: DFT, ωB97M-V/def2-TZVPD

```
8
Properties=species:S:1:pos:R:3:forces:R:3
C 0.101 -1.631 -1.182 -3.17 -0.67 1.03
N -0.738 -1.447 -0.339 1.16 -0.78 -1.06
N 0.089 1.155 0.795 0.64 2.52 1.92
N 0.783 0.326 0.181 1.45 -0.68 -2.17
N -1.108 1.412 1.079 -1.33 -1.12 0.09
O 1.891 -0.190 0.560 -1.53 1.36 1.03
O 0.772 -1.919 -2.149 1.13 0.11 -0.50
O -1.584 2.623 1.167 1.65 -0.75 -0.33
```
Forces are in eV/Å.

Computed properties:
HOMO energy: 0.78 eV
Multiplicity: 1
Energy: -13133.13031 eV
Net charge: -2
Kohn-Sham gap: 6.3 eV